Entry 1:
This record from the Open Molecules 2025 dataset describes a single C14H19NO5S molecule. The level of theory is ωB97M-V/def2-TZVPD.

Its HOMO-LUMO gap is 8.187 eV. The value obtained for the relative energy (zero: lowest compared OMol25 entry of this formula, charge and spin) is 31.1 kcal/mol. Its highest occupied orbital energy is -7.67 eV. As for the LUMO energy: 0.516 eV. As for the structure (SMILES): CCOc1ccc(OCC)c(NC(=O)CSCC(=O)O)c1.

Positions of all 40 atoms, in Å:
C1 -3.109 -0.364 2.582
C2 -3.785 -0.890 1.320
O1 -3.687 0.006 0.227
C3 -2.498 0.152 -0.413
C4 -2.439 1.162 -1.371
C5 -1.278 1.403 -2.082
C6 -0.144 0.641 -1.855
O2 1.070 0.781 -2.493
C7 1.325 1.952 -3.242
C8 1.520 3.182 -2.361
C9 -0.208 -0.390 -0.904
N1 0.972 -1.111 -0.686
C10 1.198 -2.135 0.161
O3 0.360 -2.740 0.799
C11 2.672 -2.488 0.285
S1 3.712 -1.035 0.658
C12 2.646 0.004 1.725
C13 1.606 -0.727 2.537
O4 0.484 -0.319 2.670
O5 2.066 -1.829 3.118
C14 -1.372 -0.633 -0.194
H1 -2.034 -0.275 2.449
H2 -3.509 0.616 2.832
H3 -3.306 -1.044 3.406
H4 -3.390 -1.876 1.048
H5 -4.863 -0.984 1.485
H6 -3.319 1.761 -1.545
H7 -1.275 2.197 -2.813
H8 2.249 1.727 -3.781
H9 0.530 2.121 -3.978
H10 1.741 4.046 -2.982
H11 0.623 3.385 -1.780
H12 2.348 3.020 -1.674
H13 1.762 -0.733 -1.198
H14 3.059 -2.882 -0.654
H15 2.801 -3.230 1.073
H16 2.146 0.756 1.114
H17 3.339 0.497 2.410
H18 1.352 -2.295 3.581
H19 -1.364 -1.430 0.527

Atom charges from the Löwdin analysis, given in e for atoms 1 to 2: atom 1 (C): -0.056, atom 2 (C): -0.240

=====

Entry 2:
This record from the Open Molecules 2025 dataset describes C14H19NO5S3Ti as an isolated structure. The level of theory is ωB97M-V/def2-TZVPD.

Its HOMO-LUMO gap is 8.297 eV. The value obtained for the relative energy (zero: lowest compared OMol25 entry of this formula, charge and spin) is 0.4 kcal/mol. Its highest occupied orbital energy is -8.80 eV. As for the LUMO energy: -0.502 eV.

Positions of all 43 atoms, in Å:
Ti1 1.701 -1.229 -0.366
C1 4.967 0.372 0.373
C2 3.897 -0.067 -0.597
S1 3.845 -1.764 -0.990
C3 2.911 0.823 -0.964
C4 2.879 2.216 -0.386
S2 1.504 0.384 -1.921
H1 5.663 -0.441 0.560
H2 4.521 0.674 1.324
H3 5.528 1.221 -0.020
H4 3.877 2.610 -0.205
H5 2.333 2.223 0.562
H6 2.359 2.889 -1.066
C5 -5.144 2.339 -2.074
C6 -4.118 1.643 -1.225
C7 -4.484 0.611 -0.367
C8 -3.546 -0.015 0.440
C9 -2.225 0.396 0.381
C10 -1.831 1.424 -0.469
C11 -2.781 2.039 -1.263
S3 -1.015 -0.442 1.344
O1 -0.030 0.562 1.752
O2 -1.708 -1.153 2.382
N1 -0.240 -1.438 0.369
C12 -0.979 -2.604 -0.090
C13 -0.032 -3.449 -0.925
O3 -0.347 -4.491 -1.425
O4 1.187 -2.913 -1.039
H7 -6.007 1.701 -2.256
H8 -4.724 2.634 -3.036
H9 -5.499 3.245 -1.579
H10 -5.518 0.292 -0.325
H11 -3.831 -0.809 1.117
H12 -0.796 1.735 -0.502
H13 -2.481 2.841 -1.927
H14 -1.828 -2.337 -0.729
H15 -1.364 -3.210 0.732
C14 2.399 -1.733 2.561
O5 2.170 -0.696 1.587
H16 1.483 -2.300 2.730
H17 2.734 -1.271 3.488
H18 3.178 -2.385 2.174
H19 1.391 -0.125 1.870

Atom charges from the Löwdin analysis, given in e for atoms 1 to 2: atom 1 (Ti): 0.647, atom 2 (C): -0.109

=====

Entry 3:
This record from the Open Molecules 2025 dataset describes a 3-piece molecular cluster, C14H20BrFN3O2P overall. The level of theory is ωB97M-V/def2-TZVPD.

Its HOMO-LUMO gap is 9.196 eV. Its highest occupied orbital energy is -8.88 eV. As for the LUMO energy: 0.318 eV. As for the structure (SMILES): N=[PH2]COC[C@@H](Br)OCF.c1ccncc1.c1ccncc1.

Positions of all 42 atoms, in Å:
N1 -0.561 5.438 0.484
P1 -1.380 4.398 -0.347
C1 -0.434 3.213 -1.333
O1 -1.289 2.498 -2.202
C2 -0.649 1.859 -3.267
C3 0.141 0.614 -2.847
Br1 2.017 1.048 -2.490
O2 -0.495 0.063 -1.744
C4 0.120 -0.926 -1.012
F1 0.693 -0.341 0.106
H1 0.436 5.371 0.330
H2 -2.241 3.606 0.427
H3 -2.285 4.928 -1.282
H4 0.309 3.799 -1.884
H5 0.092 2.544 -0.645
H6 0.029 2.540 -3.787
H7 -1.433 1.550 -3.958
H8 0.163 -0.108 -3.661
H9 -0.649 -1.607 -0.652
H10 0.890 -1.467 -1.562
C5 -2.387 0.346 1.103
C6 -2.133 -0.588 2.093
C7 -3.180 -0.980 2.914
N2 -4.418 -0.506 2.804
C8 -4.647 0.392 1.850
C9 -3.671 0.849 0.976
H11 -1.596 0.679 0.442
H12 -1.142 -1.001 2.232
H13 -3.021 -1.708 3.702
H14 -5.664 0.761 1.783
H15 -3.916 1.576 0.214
C10 2.824 -3.956 0.593
C11 2.949 -2.613 0.916
C12 4.167 -2.168 1.410
N3 5.221 -2.957 1.594
C13 5.084 -4.243 1.282
C14 3.913 -4.791 0.781
H16 1.892 -4.347 0.204
H17 2.126 -1.930 0.772
H18 4.304 -1.125 1.672
H19 5.959 -4.864 1.443
H20 3.861 -5.845 0.544

Atom charges from the Löwdin analysis, given in e for atoms 1 to 2: atom 1 (N): -0.312, atom 2 (P): 0.698